Computed, not measured: 2 unconnected molecules or ions with the total composition C5H3FO3 at a distorted geometry, with ωB97M-V with the def2-TZVPD basis set.

Properties
total energy: -517.8032 a.u.
energy relative to the best compared isomer or geometry (same formula, charge and spin): 40.11 kJ/mol
charge: 0
maximum force: 0.1146 Eh/bohr
highest occupied orbital energy: -9.19 eV
LUMO energy: 0.33 eV
SMILES string: C#Cc1coc(=O)o1.F
HOMO-LUMO gap: 9.52 eV

Each line ends with the Löwdin charge.
Positions of all 12 atoms, in Å:
C: 0.622 1.666 1.487  0.17
C: -0.289 1.173 0.821  -0.04
C: -0.985 0.322 -0.049  -0.25
C: -0.585 -0.911 -0.394  0.02
O: -1.619 -1.487 -1.111  0.11
C: -2.614 -0.563 -1.198  -0.60
O: -3.619 -0.747 -1.860  0.13
O: -2.279 0.511 -0.564  0.16
H: 1.342 2.102 2.109  0.02
H: 0.279 -1.518 -0.217  0.15
F: -0.852 0.660 -2.642  -0.13
H: -1.708 0.870 -3.299  0.26



Computed, not measured: a molecular structure, C8H18FLiNO12SiV at a distorted geometry, with ωB97M-V with the def2-TZVPD basis set.

Properties
total energy: -2613.4895 a.u.
charge: 0
maximum force: 0.1004 Eh/bohr
highest occupied orbital energy: -6.28 eV
LUMO energy: -5.14 eV
HOMO-LUMO gap: 1.14 eV

Each line ends with the Löwdin charge.
Positions of all 43 atoms, in Å:
C: -0.202 -1.913 3.819  -0.15
C: 0.240 -2.315 2.257  -0.24
C: -0.835 -1.564 1.275  -0.29
O: -1.030 -2.192 -0.040  -0.31
Si: 0.487 -2.577 -0.837  0.71
C: 1.684 -1.091 -1.087  -0.26
O: 1.201 0.199 -0.572  -0.23
N: 1.870 1.243 -1.093  0.01
O: 1.012 2.140 -1.149  -0.02
H: 0.281 -0.835 3.993  0.07
H: 0.289 -2.619 4.614  0.09
H: -1.358 -1.764 3.937  0.07
H: 0.186 -3.493 2.223  0.12
H: 1.357 -1.904 2.157  0.12
H: -1.891 -1.627 1.828  0.13
H: -0.595 -0.400 1.224  0.09
H: 0.146 -3.088 -2.183  -0.02
H: 1.171 -3.604 -0.062  -0.01
H: 1.970 -0.933 -2.224  0.12
H: 2.708 -1.316 -0.532  0.11
C: 0.767 4.773 0.541  -0.18
C: -0.159 5.329 -0.492  -0.18
O: -0.095 6.725 -0.269  -0.01
C: 1.096 6.974 0.349  -0.51
O: 1.555 8.088 0.537  0.12
O: 1.708 5.813 0.728  0.05
H: 1.262 3.857 0.206  0.09
H: 0.262 4.577 1.493  0.10
H: 0.177 5.118 -1.512  0.14
H: -1.183 4.963 -0.373  0.12
C: -0.571 -4.258 -4.437  -1.10
O: -1.326 -4.149 -5.391  -0.01
O: 0.643 -4.028 -4.459  0.06
O: -0.906 -4.613 -3.301  0.11
O: -1.127 2.615 2.139  0.32
H: -0.548 2.408 2.916  0.21
H: -2.084 2.463 2.349  0.22
H: -0.848 2.108 1.334  0.19
Li: -0.083 -5.355 -6.316  0.86
O: -3.047 -7.606 -1.746  -0.62
V: -1.861 -6.891 -0.664  1.10
O: -0.675 -6.176 0.417  -0.64
F: -1.647 6.919 -1.597  -0.54



Computed, not measured: a single C5H6O molecule at a distorted geometry, with ωB97M-V with the def2-TZVPD basis set.

Properties
total energy: -269.3098 a.u.
energy relative to the best compared isomer or geometry (same formula, charge and spin): 95.64 kJ/mol
charge: 0
maximum force: 0.0826 Eh/bohr
highest occupied orbital energy: -9.37 eV
LUMO energy: 0.39 eV
SMILES string: O=C1C=CCC1
HOMO-LUMO gap: 9.76 eV

Each line ends with the Löwdin charge.
Positions of all 12 atoms, in Å:
O: -0.964 1.399 -1.262  0.04
C: -0.489 0.595 -0.448  -0.38
C: -0.725 0.316 0.948  -0.01
C: 0.019 -0.763 1.275  -0.12
C: 0.929 -1.254 0.294  -0.22
C: 0.912 -0.112 -0.749  -0.10
H: -1.393 0.761 1.689  0.12
H: 0.071 -1.126 2.341  0.13
H: 1.923 -1.404 0.806  0.12
H: 0.653 -2.361 -0.078  0.17
H: 0.932 -0.408 -1.894  0.15
H: 1.650 0.653 -0.688  0.10



Computed, not measured: a molecular structure, C4H5NOS at a distorted geometry, with ωB97M-V with the def2-TZVPD basis set.

Properties
total energy: -683.5709 a.u.
energy relative to the best compared isomer or geometry (same formula, charge and spin): 97.23 kJ/mol
charge: 0
maximum force: 0.0595 Eh/bohr
highest occupied orbital energy: -9.08 eV
LUMO energy: 0.10 eV
HOMO-LUMO gap: 9.18 eV

Each line ends with the Löwdin charge.
Positions of all 12 atoms, in Å:
C: -0.932 0.687 -0.628  -0.48
C: 0.898 0.813 0.261  -0.82
C: -0.351 -0.109 0.498  -0.24
C: -0.025 -1.550 0.155  -0.04
N: 0.170 1.523 -0.712  0.14
O: -1.905 0.642 -1.289  0.15
S: 2.285 1.066 0.973  0.74
H: -0.608 0.016 1.496  0.13
H: 0.495 -1.529 -0.817  0.10
H: -0.841 -2.263 0.314  0.09
H: 0.708 -1.695 0.944  0.07
H: 0.106 2.398 -1.196  0.16



Computed, not measured: a molecular structure, C32H50N6O4ScSi at a distorted geometry, with ωB97M-V with the def2-TZVPD basis set.

Properties
total energy: -2929.1683 a.u.
charge: +1
maximum force: 0.0297 Eh/bohr
highest occupied orbital energy: -11.10 eV
LUMO energy: -1.80 eV
HOMO-LUMO gap: 9.30 eV

Each line ends with the Löwdin charge.
Positions of all 94 atoms, in Å:
Sc: -1.145 -1.013 -0.525  1.05
C: -5.424 -2.600 0.185  0.00
C: -3.921 -2.572 0.053  -0.50
C: -3.268 -3.719 0.805  0.00
O: -3.399 -1.317 0.602  -0.08
C: -3.486 -2.633 -1.420  -0.54
O: -4.022 -3.370 -2.206  0.13
O: -2.482 -1.817 -1.674  -0.14
H: -5.720 -2.552 1.235  0.10
H: -5.802 -3.523 -0.251  0.10
H: -5.884 -1.772 -0.365  0.11
H: -3.581 -3.714 1.852  0.10
H: -2.179 -3.666 0.767  0.07
H: -3.577 -4.662 0.348  0.11
H: -4.137 -0.703 0.638  0.12
C: 2.888 -2.017 -3.706  -0.03
N: 2.001 -0.863 -3.669  -0.07
C: 2.173 0.165 -4.701  -0.10
C: 0.989 1.099 -4.466  -0.09
N: 0.095 0.250 -3.693  -0.07
C: -1.264 0.633 -3.382  -0.01
C: 0.748 -0.787 -3.127  -0.34
N: 0.194 -1.498 -2.175  0.00
C: 0.618 -2.838 -1.782  -0.20
C: 1.193 -2.865 -0.380  -0.21
N: 0.244 -2.377 0.641  0.02
C: 0.639 -2.454 1.901  -0.36
N: -0.111 -1.948 2.905  -0.08
C: -1.205 -1.024 2.692  -0.02
C: 0.641 -1.869 4.149  -0.10
C: 1.778 -2.841 3.894  -0.11
N: 1.785 -2.976 2.432  -0.06
C: 2.697 -3.998 1.920  -0.03
H: 3.715 -1.768 -4.367  0.10
H: 2.402 -2.908 -4.108  0.10
H: 3.315 -2.240 -2.728  0.09
H: 2.158 -0.280 -5.698  0.13
H: 3.125 0.673 -4.563  0.13
H: 0.514 1.412 -5.392  0.13
H: 1.272 1.992 -3.904  0.12
H: -1.606 1.318 -4.154  0.11
H: -1.335 1.157 -2.438  0.05
H: -1.906 -0.241 -3.379  0.09
H: 1.367 -3.265 -2.428  0.09
H: -0.255 -3.498 -1.829  0.13
H: 2.094 -2.242 -0.370  0.12
H: 1.478 -3.894 -0.193  0.11
H: -2.015 -1.492 2.145  0.06
H: -0.879 -0.120 2.185  0.06
H: -1.594 -0.730 3.664  0.11
H: 0.018 -2.160 4.990  0.13
H: 0.999 -0.849 4.317  0.13
H: 1.604 -3.812 4.366  0.13
H: 2.739 -2.460 4.235  0.13
H: 3.439 -4.171 2.697  0.09
H: 3.233 -3.682 1.035  0.08
H: 2.193 -4.948 1.727  0.10
C: 2.572 1.090 -0.896  -0.08
C: 2.169 1.695 0.459  -0.57
C: 2.344 0.622 1.547  -0.08
C: 3.117 2.868 0.773  -0.07
Si: 0.311 2.080 0.382  0.55
O: -0.506 0.713 -0.057  -0.37
C: -0.137 3.438 -0.832  -0.20
C: 0.737 4.444 -1.261  -0.08
C: 0.312 5.454 -2.118  -0.08
C: -1.005 5.489 -2.557  -0.08
C: -1.899 4.518 -2.125  -0.08
C: -1.466 3.511 -1.274  -0.12
C: -0.394 2.555 2.061  -0.21
C: 0.345 3.026 3.151  -0.09
C: -0.269 3.354 4.356  -0.08
C: -1.646 3.229 4.494  -0.08
C: -2.406 2.779 3.420  -0.08
C: -1.784 2.445 2.225  -0.11
H: 3.626 0.783 -0.873  0.10
H: 2.454 1.816 -1.711  0.08
H: 1.970 0.212 -1.134  0.05
H: 3.364 0.218 1.519  0.09
H: 1.647 -0.204 1.392  0.05
H: 2.171 1.028 2.550  0.08
H: 4.113 2.468 0.999  0.09
H: 2.804 3.467 1.631  0.07
H: 3.238 3.541 -0.076  0.06
H: 1.764 4.457 -0.923  0.08
H: 1.010 6.221 -2.436  0.11
H: -1.337 6.280 -3.218  0.11
H: -2.935 4.552 -2.445  0.11
H: -2.185 2.772 -0.930  0.09
H: 1.422 3.135 3.075  0.08
H: 0.327 3.715 5.186  0.11
H: -2.126 3.492 5.429  0.11
H: -3.483 2.693 3.517  0.10
H: -2.392 2.092 1.395  0.09



Computed, not measured: a single C19H27NO2 molecule at a distorted geometry, with ωB97M-V with the def2-TZVPD basis set.

Properties
total energy: -945.3071 a.u.
energy relative to the best compared isomer or geometry (same formula, charge and spin): 412.39 kJ/mol
charge: 0
maximum force: 0.1065 Eh/bohr
highest occupied orbital energy: -8.08 eV
LUMO energy: 0.60 eV
SMILES string: CCN(CC)CCC[C@@]1(C)CC(=O)C(c2ccccc2)=CO1
HOMO-LUMO gap: 8.68 eV

Each line ends with the Löwdin charge.
Positions of all 49 atoms, in Å:
C: 3.746 -0.012 2.107  -0.06
C: 2.395 -0.240 2.901  -0.18
N: 1.726 -1.404 2.257  -0.20
C: 2.563 -2.648 2.252  -0.24
C: 3.243 -3.068 0.986  -0.09
C: 0.336 -1.538 2.474  -0.24
C: -0.438 -0.639 1.524  -0.13
C: -0.451 -1.404 0.191  -0.11
C: -1.328 -0.838 -0.879  -0.51
C: -1.363 -1.684 -2.140  -0.02
C: -2.802 -0.627 -0.630  -0.04
C: -3.164 0.618 0.111  -0.32
O: -4.224 0.709 0.734  0.07
C: -2.294 1.844 -0.218  -0.09
C: -2.555 3.196 0.286  -0.17
C: -2.153 4.432 -0.372  -0.03
C: -2.298 5.730 0.134  -0.10
C: -2.855 5.842 1.383  -0.10
C: -3.286 4.666 2.116  -0.07
C: -3.028 3.394 1.569  -0.07
C: -1.175 1.631 -0.941  -0.01
O: -0.762 0.388 -1.336  -0.01
H: 4.168 0.969 2.475  0.09
H: 4.489 -0.671 2.231  0.01
H: 3.542 0.061 1.058  0.07
H: 2.473 -0.585 3.926  0.11
H: 1.786 0.627 2.903  0.09
H: 1.880 -3.425 2.517  0.09
H: 3.344 -2.606 3.010  0.11
H: 2.576 -3.146 0.102  0.08
H: 3.593 -4.080 1.156  0.07
H: 4.011 -2.347 0.703  0.06
H: 0.096 -1.265 3.481  0.10
H: 0.040 -2.653 2.378  0.15
H: -1.447 -0.450 1.789  0.10
H: 0.135 0.288 1.564  0.12
H: 0.540 -1.470 -0.083  0.09
H: -0.709 -2.419 0.386  0.12
H: -0.334 -1.946 -2.452  0.10
H: -1.752 -2.669 -1.862  0.10
H: -1.836 -1.199 -2.973  0.09
H: -3.269 -1.409 -0.071  0.14
H: -3.195 -0.338 -1.623  0.16
H: -1.832 4.422 -1.359  0.08
H: -2.146 6.536 -0.549  0.10
H: -3.197 6.766 1.852  0.09
H: -3.841 4.759 3.136  0.13
H: -3.378 2.620 2.349  0.14
H: -0.541 2.505 -1.047  0.14